C2H6N2O as an isolated structure. Source: the Open Molecules 2025 dataset; level of theory: the ωB97M-V functional and the def2-TZVPD basis.

CARTESIAN COORDINATES (ANGSTROEM)
C: 0.07 0.08 0.55
C: 0.49 1.68 -0.66
N: 0.42 0.26 1.72
N: -0.39 -2.19 0.24
O: -0.17 -0.92 -0.29
H: 0.35 1.24 -1.63
H: -0.08 2.53 -0.41
H: 1.62 1.65 -0.58
H: 0.34 -0.61 2.34
H: 0.33 -2.39 0.86
H: -0.60 -2.69 -0.56

Summary:
total charge	0
energy relative to the best compared isomer or geometry (same formula, charge and spin)	506.3	kJ/mol



A 11-piece molecular cluster, C23H54Cl8N6O7 overall. Source: the Open Molecules 2025 dataset; level of theory: the ωB97M-V functional and the def2-TZVPD basis.

CARTESIAN COORDINATES (ANGSTROEM)
C: -2.09 4.73 -0.02
C: -0.56 4.47 -0.03
N: -0.01 4.18 -1.18
O: 0.07 4.45 1.01
H: -2.69 3.83 -0.18
H: -2.45 5.47 -0.74
H: -2.44 5.15 0.92
H: 0.94 3.92 -1.38
H: -0.68 3.98 -1.91
C: -2.46 2.44 -4.99
C: -2.49 2.19 -3.51
N: -2.66 0.91 -3.10
O: -2.30 3.22 -2.78
H: -1.82 1.71 -5.48
H: -1.92 3.38 -5.11
H: -3.41 2.62 -5.50
H: -2.67 0.80 -2.09
H: -2.70 0.13 -3.73
C: 1.56 -1.99 5.32
C: 0.71 -1.76 4.11
N: -0.28 -0.93 4.23
O: 0.88 -2.40 3.10
H: 1.10 -2.65 6.05
H: 1.63 -1.02 5.81
H: 2.60 -2.26 5.11
H: -0.73 -0.59 3.40
H: -0.39 -0.38 5.08
C: -4.28 1.59 0.75
C: -3.63 0.24 0.56
N: -3.60 -0.56 1.57
O: -3.12 -0.12 -0.52
H: -5.07 1.45 1.48
H: -4.72 1.92 -0.20
H: -3.64 2.39 1.11
H: -3.06 -1.42 1.58
H: -3.84 -0.15 2.47
C: 0.05 0.74 -0.81
C: 0.51 -0.13 0.32
N: -0.43 -0.94 0.76
O: 1.61 -0.16 0.80
H: -0.83 1.27 -0.45
H: -0.02 0.26 -1.79
H: 0.81 1.52 -0.78
H: -0.21 -1.59 1.50
H: -1.37 -0.93 0.39
C: 4.60 -0.96 3.12
C: 5.69 0.13 3.21
N: 5.54 1.16 4.04
O: 6.60 0.09 2.41
H: 3.84 -0.81 3.89
H: 5.04 -1.95 3.19
H: 4.06 -0.99 2.17
H: 6.19 1.92 3.98
H: 4.74 1.19 4.65
C: -1.44 -4.42 0.50
C: -2.55 -3.75 1.36
C: -3.51 -4.70 2.04
O: -1.89 -3.01 2.36
H: -0.81 -3.67 0.03
H: -1.83 -5.05 -0.30
H: -0.80 -5.00 1.18
H: -3.03 -3.08 0.64
H: -4.04 -5.30 1.30
H: -4.17 -4.08 2.64
H: -3.00 -5.36 2.75
H: -1.32 -3.56 2.90
Cl: 1.95 1.93 4.93
C: 1.40 2.49 3.33
C: 2.56 2.64 2.24
Cl: 3.52 4.12 2.55
H: 0.81 3.40 3.44
H: 0.79 1.64 3.01
H: 2.17 2.78 1.23
H: 3.22 1.80 2.03
Cl: 2.78 3.33 -2.25
C: 2.61 2.75 -3.90
C: 1.21 2.19 -4.06
Cl: 0.98 1.99 -5.83
H: 3.47 2.11 -4.09
H: 2.72 3.57 -4.60
H: 0.50 2.90 -3.64
H: 1.08 1.21 -3.61
Cl: 1.42 -1.73 -3.32
C: 2.92 -2.04 -2.47
C: 4.16 -1.69 -3.20
Cl: 5.44 -2.13 -2.07
H: 2.98 -3.10 -2.25
H: 2.86 -1.63 -1.46
H: 4.20 -0.63 -3.45
H: 4.29 -2.25 -4.13
Cl: -3.13 -1.71 -4.86
C: -2.25 -3.08 -4.23
C: -1.96 -2.85 -2.69
Cl: -3.59 -3.11 -2.04
H: -1.31 -3.27 -4.74
H: -2.83 -3.98 -4.44
H: -1.51 -1.91 -2.36
H: -1.24 -3.56 -2.30

Summary:
total charge	0
structure (SMILES)	CC(N)=O.CC(N)=O.CC(N)=O.CC(N)=O.CC(N)=O.CC(N)=O.CC(C)O.ClCCCl.ClCCCl.ClCCCl.ClCCCl



A 10-piece molecular cluster, C15H47O10P overall. Source: the Open Molecules 2025 dataset; level of theory: the ωB97M-V functional and the def2-TZVPD basis.

CARTESIAN COORDINATES (ANGSTROEM)
C: 3.09 -0.65 -1.78
C: 2.52 0.51 -2.40
P: 1.11 1.78 -2.84
O: 0.36 2.39 -1.37
C: -0.92 1.65 -1.10
C: -0.49 0.31 -0.27
C: -1.42 -1.01 -0.49
C: -2.00 -1.24 -2.00
H: 3.48 -1.67 -1.29
H: 0.12 1.07 -3.66
H: -1.55 2.36 -0.40
H: -1.40 1.47 -2.14
H: -0.57 0.59 0.89
H: 0.64 -0.03 -0.42
H: -2.32 -1.11 0.28
H: -0.72 -1.95 -0.26
H: -3.15 -0.94 -1.97
H: -1.96 -2.37 -2.30
H: -1.47 -0.61 -2.84
C: -4.91 -2.06 1.68
O: -4.15 -2.29 0.51
H: -4.31 -2.29 2.56
H: -5.21 -1.01 1.71
H: -5.80 -2.70 1.67
H: -4.71 -2.08 -0.25
C: 4.86 2.69 0.02
O: 3.77 3.24 0.73
H: 5.79 3.02 0.48
H: 4.80 1.60 0.05
H: 4.83 3.04 -1.02
H: 2.95 2.93 0.29
C: 7.82 -0.07 -0.47
O: 6.42 -0.31 -0.36
H: 8.05 0.26 -1.48
H: 8.11 0.70 0.24
H: 8.36 -1.00 -0.26
H: 6.25 -0.60 0.55
C: -4.48 -0.96 5.50
O: -3.77 -1.81 4.61
H: -5.41 -0.64 5.02
H: -4.71 -1.51 6.41
H: -3.87 -0.09 5.73
H: -2.95 -2.08 5.06
C: -5.69 0.70 8.59
O: -6.48 0.07 7.59
H: -4.66 0.76 8.23
H: -6.07 1.70 8.78
H: -5.72 0.10 9.50
H: -7.39 0.03 7.93
C: 1.22 -4.47 -1.63
O: 0.99 -3.60 -0.54
H: 1.64 -3.90 -2.46
H: 1.93 -5.25 -1.33
H: 0.28 -4.92 -1.95
H: 0.62 -4.14 0.18
C: -2.40 3.44 -5.04
O: -1.62 2.62 -4.19
H: -2.79 2.83 -5.86
H: -3.24 3.86 -4.47
H: -1.79 4.24 -5.45
H: -1.29 3.19 -3.47
C: 3.77 -1.64 2.40
O: 4.46 -0.91 1.41
H: 4.41 -1.78 3.27
H: 2.87 -1.10 2.69
H: 3.50 -2.62 2.00
H: 3.87 -0.81 0.65
C: 1.73 2.61 -6.74
O: 0.34 2.38 -6.64
H: 1.96 2.94 -7.76
H: 2.02 3.39 -6.03
H: 2.27 1.68 -6.53
H: 0.16 2.08 -5.73

Summary:
total charge	0
structure (SMILES)	C#CPOCCCC.CO.CO.CO.CO.CO.CO.CO.CO.CO



C5H4CaO as an isolated structure. Source: the Open Molecules 2025 dataset; level of theory: the ωB97M-V functional and the def2-TZVPD basis.

CARTESIAN COORDINATES (ANGSTROEM)
C: 1.01 0.05 -1.53
H: 0.90 0.39 -2.56
H: 0.85 1.97 -0.24
H: 0.57 -0.96 -1.53
C: 0.45 0.99 -0.50
C: -0.57 0.47 0.17
C: -1.54 0.07 0.93
C: -2.35 -0.74 1.53
O: -3.14 -1.34 2.15
Ca: 1.72 -1.22 2.85
H: 2.10 0.31 -1.28

Summary:
total charge	0



Values of E_HOMO, in order: -9.513 -9.027 -8.628 -5.638, all in eV.
Values of frontier orbital gap, in order: 10.3924 9.2186 8.6044 5.0359, all in eV.
Values of electronic energy, in order: -264.3945 -5445.6388 -1693.0227 -945.5670, all in Ha.